Computed, not measured: one molecule with the formula C5H8N2, with wB97M-V/def2-TZVPD.

Last column: Mulliken charge in e.
Atoms and positions in Å:
1 C -1.37 -0.98 -0.37  -1.22
2 C -1.17 1.13 1.00  -1.40
3 C -0.34 1.96 0.35  -0.23
4 N 0.84 1.26 -0.25  -0.09
5 C 0.78 0.00 0.06  0.11
6 N 1.68 -0.94 -0.27  -0.47
7 C -0.54 -0.24 0.73  0.75
8 H -0.75 -1.37 -1.19  0.33
9 H -1.93 -1.81 0.06  0.30
10 H -2.07 -0.26 -0.79  0.36
11 H -0.35 3.03 0.16  0.39
12 H 1.51 1.65 -0.90  0.22
13 H 2.66 -0.70 -0.28  0.25
14 H 1.49 -1.88 0.07  0.23
15 H -0.43 -0.88 1.62  0.48

Results
electronic energy	-8291.74188	eV
2S+1	1
LUMO	0.381	eV
energy relative to the best compared isomer or geometry (same formula, charge and spin)	75.0	kcal per mole
gap between HOMO and LUMO	7.341	eV
total charge	0
E_HOMO	-7.0	eV

---

Computed, not measured: C21H17N3O5S3Ti as an isolated structure at a distorted geometry, with wB97M-V/def2-TZVPD.

Last column: Mulliken charge in e.
Atoms and positions in Å:
1 Ti -0.71 1.95 -0.57  0.03
2 C 3.86 -2.86 1.59  -1.55
3 C 3.24 -1.68 0.89  1.14
4 C 3.32 -0.39 1.44  -0.93
5 C 2.86 0.70 0.73  -0.46
6 C 2.31 0.53 -0.54  0.21
7 C 2.19 -0.75 -1.08  -0.41
8 C 2.64 -1.84 -0.36  -0.56
9 S 1.75 2.02 -1.36  1.26
10 O 2.89 2.66 -2.00  -0.84
11 O 0.68 1.65 -2.31  -0.62
12 N 1.15 2.79 -0.13  -0.01
13 C 1.12 4.23 -0.24  -0.73
14 C -0.17 4.65 -0.98  0.70
15 O -0.33 5.81 -1.34  -0.79
16 O -0.99 3.69 -1.16  -0.35
17 H 3.86 -2.72 2.67  0.36
18 H 4.89 -2.99 1.26  0.29
19 H 3.31 -3.78 1.36  0.36
20 H 3.73 -0.26 2.43  0.31
21 H 2.89 1.70 1.14  0.43
22 H 1.75 -0.86 -2.05  0.44
23 H 2.51 -2.83 -0.76  0.30
24 H 2.00 4.59 -0.80  0.40
25 H 1.12 4.68 0.76  0.28
26 S -3.12 1.76 -0.92  -0.66
27 C -3.61 2.49 0.60  0.57
28 C -4.93 2.92 0.66  -0.11
29 N -6.03 3.27 0.70  -0.63
30 C -2.80 2.60 1.72  0.57
31 S -1.14 2.06 1.80  -0.48
32 C -3.33 3.11 2.91  -0.08
33 N -3.74 3.51 3.91  -0.64
34 C -1.28 -0.72 -2.64  -1.47
35 C -1.02 -0.88 -1.16  0.56
36 O -0.66 0.18 -0.50  0.28
37 C -1.20 -2.13 -0.51  0.86
38 C -1.18 -2.19 0.91  -0.28
39 C -1.41 -3.37 1.58  -0.68
40 C -1.67 -4.55 0.88  -0.45
41 C -1.68 -4.51 -0.51  -0.64
42 C -1.45 -3.34 -1.19  -0.61
43 H -1.63 0.30 -2.82  0.21
44 H -2.04 -1.42 -3.01  0.47
45 H -0.36 -0.87 -3.21  0.21
46 H -0.99 -1.27 1.46  0.33
47 H -1.40 -3.38 2.66  0.37
48 H -1.86 -5.47 1.41  0.37
49 H -1.87 -5.43 -1.06  0.35
50 H -1.45 -3.36 -2.27  0.30

Results
⟨S²⟩	2.030
electronic energy	-92385.57251	eV
2S+1	3
LUMO (alpha / beta)	4.191 / 4.183	eV
energy relative to the best compared isomer or geometry (same formula, charge and spin)	33.5	kcal per mole
gap between HOMO and LUMO (alpha / beta)	5.076 / 5.624	eV
total charge	-2
E_HOMO (alpha / beta)	-0.9 / -1.4	eV

---

Computed, not measured: a 2-piece molecular cluster, C3H3I2N overall at a distorted geometry, with wB97M-V/def2-TZVPD.

Last column: Mulliken charge in e.
Atoms and positions in Å:
1 C -0.29 1.56 0.00  0.44
2 C 0.52 -0.88 -0.37  -0.87
3 C -0.45 0.19 0.10  -0.37
4 N -0.27 2.69 -0.19  -0.35
5 I 2.60 -0.26 -0.21  0.07
6 I -2.47 -0.47 -0.07  0.16
7 H 0.46 -1.93 0.12  0.40
8 H 0.45 -1.18 -1.52  0.37
9 H -0.55 0.28 2.14  0.15

Results
electronic energy	-20846.24102	eV
2S+1	1
LUMO (alpha / beta)	-1.767 / -1.205	eV
energy relative to the best compared isomer or geometry (same formula, charge and spin)	88.4	kcal per mole
gap between HOMO and LUMO (alpha / beta)	8.109 / 8.182	eV
total charge	0
E_HOMO (alpha / beta)	-9.9 / -9.4	eV

---

Computed, not measured: a 2-piece molecular cluster, C2H7N4O overall at a distorted geometry, with wB97M-V/def2-TZVPD.

Last column: Mulliken charge in e.
Atoms and positions in Å:
1 C 2.39 0.03 -0.36  0.27
2 C -2.12 -0.05 0.03  -0.83
3 N 0.20 -0.78 -0.12  -0.42
4 N 1.41 -0.52 0.02  0.12
5 N -1.00 0.87 -0.16  0.37
6 N 3.44 0.77 -0.13  -0.31
7 O -0.68 1.65 0.71  -0.38
8 H -3.08 0.33 -0.17  0.36
9 H -2.08 -1.00 -0.45  0.34
10 H -2.25 -0.13 1.09  0.41
11 H -0.06 -1.60 0.43  0.26
12 H -0.61 0.89 -1.14  0.35
13 H 3.49 1.29 0.68  0.23
14 H 4.31 0.77 -0.60  0.24

Results
electronic energy	-10182.43430	eV
2S+1	1
LUMO (alpha / beta)	-5.413 / -5.411	eV
energy relative to the best compared isomer or geometry (same formula, charge and spin)	158.2	kcal per mole
gap between HOMO and LUMO (alpha / beta)	8.263 / 8.266	eV
total charge	+1
E_HOMO (alpha / beta)	-13.7 / -13.7	eV

---

Computed, not measured: a 2-piece molecular cluster, CH4Cl2OSi overall at a distorted geometry, with wB97M-V/def2-TZVPD.

Last column: Mulliken charge in e.
Atoms and positions in Å:
1 C -2.16 -0.01 0.23  -0.93
2 Si -0.35 0.22 -0.27  0.71
3 O 0.66 -0.79 -0.76  -0.50
4 Cl 0.14 2.15 -0.03  -0.19
5 H -2.44 0.66 1.04  0.30
6 H -2.82 0.21 -0.61  0.32
7 H -2.35 -1.03 0.54  0.29
8 Cl 5.25 -0.67 0.19  -0.27
9 H 4.08 -0.74 -0.33  0.26

Results
electronic energy	-36073.79778	eV
2S+1	1
SMILES	C[Si](=O)Cl.Cl
LUMO	0.036	eV
energy relative to the best compared isomer or geometry (same formula, charge and spin)	59.3	kcal per mole
gap between HOMO and LUMO	11.036	eV
total charge	0
E_HOMO	-11.0	eV

---

Computed, not measured: C5H11ClSi as an isolated structure at a distorted geometry, with wB97M-V/def2-TZVPD.

Last column: Mulliken charge in e.
Atoms and positions in Å:
1 C -2.32 -1.57 0.91  -0.62
2 C -1.28 -1.39 0.14  -0.27
3 C 1.01 0.39 1.40  -1.05
4 C 1.91 0.68 -1.45  -1.07
5 C -0.86 0.25 -0.84  -0.38
6 Si 0.64 1.19 -0.21  0.40
7 Cl -2.40 1.31 -0.95  -0.23
8 H -2.57 -2.40 1.48  0.31
9 H -3.08 -0.85 1.01  0.24
10 H -0.46 -2.02 -0.14  0.34
11 H 1.38 -0.67 1.25  0.29
12 H 1.72 0.90 1.90  0.44
13 H 0.12 0.23 2.10  0.30
14 H 1.73 0.79 -2.50  0.36
15 H 2.91 1.12 -1.26  0.33
16 H 2.09 -0.30 -1.14  0.33
17 H -0.80 -0.19 -1.77  0.47
18 H 0.27 2.53 0.07  -0.20

Results
electronic energy	-25761.02368	eV
2S+1	1
LUMO	0.898	eV
energy relative to the best compared isomer or geometry (same formula, charge and spin)	70.3	kcal per mole
gap between HOMO and LUMO	10.567	eV
total charge	0
E_HOMO	-9.7	eV